## 1
Molecular formula: C5H10O
Method: DFT, ωB97M-V/def2-TZVPD

Output
SMILES string = CC[C@H]1C[C@H]1O
LUMO energy = 0.97 eV

CARTESIAN COORDINATES (ANGSTROEM)
O -1.463 0.556 -1.450
C -0.549 1.270 0.963
C 1.922 -0.717 -0.286
C -0.356 -0.217 0.897
C 0.434 -0.645 -0.313
C -1.498 0.425 0.147
H -1.791 -0.243 -1.935
H 0.032 -1.589 -0.698
H 2.235 -1.404 0.500
H 0.163 0.122 -1.171
H 0.175 1.891 0.444
H -0.450 -0.771 1.858
H -0.924 1.727 1.887
H -2.537 0.341 0.416
H 2.343 -1.031 -1.245
H 2.264 0.285 -0.014

---

## 2
Molecular formula: C5H10O
Method: DFT, ωB97M-V/def2-TZVPD

Output
SMILES string = C=C(C)CCO
LUMO energy = 1.00 eV

CARTESIAN COORDINATES (ANGSTROEM)
O 1.387 -1.593 0.920
C 0.895 1.271 0.209
C 0.988 -1.565 -0.440
C -0.295 -0.751 -0.644
C -0.254 0.627 0.000
C -1.587 1.235 0.357
H -1.465 2.201 0.859
H 0.810 -2.606 -0.738
H -2.166 1.402 -0.561
H 1.793 -1.174 -1.090
H -1.139 -1.317 -0.227
H -2.192 0.579 0.998
H 1.847 0.857 -0.123
H 1.116 -0.750 1.301
H -0.499 -0.639 -1.719
H 0.933 2.236 0.711

---

What are the relative energies? In eV: 1 2.116; 2 0.000.

---

## 1
Molecular formula: C5H10O
Method: DFT, ωB97M-V/def2-TZVPD

Output
SMILES string = C1=CC1.CCO
LUMO energy = 1.05 eV

CARTESIAN COORDINATES (ANGSTROEM)
O 0.289 1.366 -0.561
C 0.479 -1.464 2.003
C 1.770 -1.381 1.243
C -1.100 1.109 -0.449
C 1.301 -0.253 1.665
C -1.685 0.580 -1.748
H -2.774 0.487 -1.683
H 1.361 0.821 1.729
H -1.442 1.263 -2.567
H -1.274 -0.406 -1.993
H 2.537 -1.938 0.730
H -1.303 0.412 0.379
H 0.736 0.512 -0.631
H 0.473 -1.841 3.029
H -0.457 -1.655 1.470
H -1.559 2.066 -0.184

---

## 2
Molecular formula: C5H10O
Method: DFT, ωB97M-V/def2-TZVPD

Output
LUMO energy (alpha / beta) = -0.35 / -1.56 eV

CARTESIAN COORDINATES (ANGSTROEM)
O 1.472 0.680 0.847
C 0.322 -1.411 0.632
C -0.761 0.404 1.719
C 0.598 0.235 -1.952
C -0.334 0.432 -0.768
C 0.398 0.017 0.651
H -0.519 1.498 -0.602
H -0.411 0.138 2.717
H 0.714 -0.822 -2.213
H -1.734 -0.048 1.517
H 1.206 -2.031 0.788
H -1.294 -0.075 -0.901
H 0.206 0.760 -2.831
H -0.815 1.491 1.639
H 1.579 0.648 -1.705
H -0.625 -1.917 0.462

---

What are the relative energies? In eV: 1 0.000; 2 0.948.

---

## 1
Molecular formula: C5H10O
Method: DFT, ωB97M-V/def2-TZVPD

Output
SMILES string = C[C@@H](O)C1CC1
LUMO energy = 1.09 eV

CARTESIAN COORDINATES (ANGSTROEM)
O -0.934 1.509 -0.576
C 1.388 -1.026 0.805
C -2.040 -0.220 0.570
C -0.732 0.191 -0.085
C 0.433 0.130 0.877
C 1.821 0.333 0.330
H 1.931 0.481 -0.743
H 1.204 -1.789 0.052
H -1.944 -1.187 1.076
H -0.512 -0.492 -0.925
H -0.064 1.913 -0.681
H -2.319 0.542 1.305
H -2.839 -0.287 -0.174
H 0.233 0.544 1.865
H 2.540 0.884 0.930
H 1.816 -1.408 1.727

---

## 2
Molecular formula: C5H10O
Method: DFT, ωB97M-V/def2-TZVPD

Output
LUMO energy = 0.93 eV

CARTESIAN COORDINATES (ANGSTROEM)
O -0.214 1.071 0.805
C -1.520 -0.049 -0.670
C 1.976 0.112 0.463
C -0.078 -0.437 -0.999
C -1.460 0.732 0.631
C 0.724 0.604 -0.228
H -1.909 0.705 -1.368
H -2.233 -0.881 -0.668
H 0.137 -1.441 -0.615
H 2.451 0.910 1.040
H 2.695 -0.255 -0.276
H 0.936 1.490 -0.840
H -1.829 -0.360 1.801
H 0.149 -0.419 -2.067
H -1.553 -1.073 1.848
H 1.727 -0.710 1.143

---

What are the relative energies? In eV: 1 0.000; 2 2.736.

---

## 1
Molecular formula: C7H10
Method: DFT, ωB97M-V/def2-TZVPD

Output
SMILES string = C=C1C[C@@H]2[C@@H]3[C@H]1[C@H]23.[H][H]
LUMO energy = 1.19 eV

CARTESIAN COORDINATES (ANGSTROEM)
C 0.005 0.299 -1.375
C 0.033 -0.584 0.827
C -0.676 0.421 -0.025
C 1.364 -0.986 0.244
C 0.796 -0.992 -1.142
C -1.774 1.094 0.300
C 0.199 -1.812 -0.029
H -0.146 -0.664 1.895
H 0.238 2.283 1.494
H -2.314 1.700 -0.421
H 1.334 -1.486 -1.946
H -0.074 -2.846 0.107
H 0.884 2.337 1.861
H -0.704 0.243 -2.206
H 2.338 -1.183 0.668
H -2.188 1.032 1.304
H 0.686 1.142 -1.556

---

## 2
Molecular formula: C7H10
Method: DFT, ωB97M-V/def2-TZVPD

Output
LUMO energy = 0.61 eV

CARTESIAN COORDINATES (ANGSTROEM)
C -1.364 -0.517 0.058
C -0.298 0.953 -1.192
C -0.183 -0.574 -0.911
C 0.961 1.321 -0.491
C 1.152 -0.177 -0.226
C 1.503 -0.632 1.186
C -1.229 1.016 0.097
H -1.272 -1.064 1.002
H 2.572 -0.512 1.386
H -2.132 1.609 -0.056
H 0.966 -0.026 1.925
H -0.697 1.464 -2.069
H -0.720 1.408 0.988
H -0.161 -1.354 -1.678
H 1.231 -1.681 1.348
H -2.296 -0.812 -0.435
H 1.965 -0.423 -0.933

---

## 3
Molecular formula: C7H10
Method: DFT, ωB97M-V/def2-TZVPD

Output
LUMO energy = -0.50 eV

CARTESIAN COORDINATES (ANGSTROEM)
C 1.226 0.924 0.816
C 0.911 0.683 -0.576
C 0.313 -0.678 -0.566
C -2.033 0.471 0.159
C -1.102 -0.709 -0.027
C 0.085 -1.130 0.858
C 0.704 -0.041 1.626
H 1.675 1.842 1.192
H -1.578 1.409 0.497
H 0.116 -2.158 1.219
H 0.514 -1.379 -1.372
H -2.833 0.188 0.853
H 2.979 0.675 -3.359
H 0.688 0.011 2.712
H -2.485 0.678 -0.815
H 2.478 0.787 -2.816
H -1.659 -1.572 -0.399

---

## 4
Molecular formula: C7H10
Method: DFT, ωB97M-V/def2-TZVPD

Output
LUMO energy = 1.06 eV

CARTESIAN COORDINATES (ANGSTROEM)
C -0.100 1.403 0.104
C 0.507 -0.108 -0.046
C -1.491 -0.376 -0.039
C -0.430 -0.622 -1.149
C -1.399 1.136 0.102
C 1.990 0.047 0.056
C -0.410 -0.852 0.955
H -0.455 -0.487 1.980
H -2.478 -0.830 -0.068
H 0.393 2.382 0.165
H 2.453 0.508 -0.811
H 2.358 0.594 0.926
H -0.293 -1.679 -1.367
H -0.274 -1.935 0.960
H -2.240 1.811 0.156
H 2.363 -0.951 0.146
H -0.496 -0.041 -2.069

---

What are the relative energies? In eV: 1 1.192; 2 2.542; 3 2.946; 4 0.000.

---

## 1
Molecular formula: C7H10
Method: DFT, ωB97M-V/def2-TZVPD

Output
SMILES string = C=CC(C=C)=CC
LUMO energy = 0.54 eV

CARTESIAN COORDINATES (ANGSTROEM)
C 0.149 1.115 -1.061
C 2.386 -0.592 0.448
C -0.068 -0.002 -0.051
C -0.501 2.304 -0.952
C -1.482 -0.566 0.054
C -1.813 -1.724 0.630
C 0.878 -0.456 0.819
H 2.842 0.291 0.854
H -2.740 -2.224 0.400
H -1.137 -2.180 1.344
H -0.212 3.191 -1.506
H -0.749 2.561 0.065
H 0.553 -0.662 1.824
H 2.479 -0.614 -0.694
H 2.776 -1.472 0.933
H -2.136 -0.257 -0.840
H 1.033 0.891 -1.706

---

## 2
Molecular formula: C7H10
Method: DFT, ωB97M-V/def2-TZVPD

Output
SMILES string = C#CC1(CC)CC1
LUMO energy = 1.16 eV

CARTESIAN COORDINATES (ANGSTROEM)
C 1.297 -0.664 0.066
C -0.833 0.604 0.535
C 0.249 0.676 -1.822
C 0.114 -0.044 -0.497
C -0.627 0.200 2.008
C 2.221 -1.146 0.671
C -0.478 -0.630 -1.762
H 0.369 -0.212 2.181
H -1.866 0.389 0.236
H 3.028 -1.560 1.233
H -1.561 -0.617 -1.851
H -0.011 -1.504 -2.201
H 1.221 0.712 -2.301
H -1.353 -0.550 2.334
H -0.722 1.073 2.660
H -0.335 1.586 -1.939
H -0.714 1.687 0.450

---

## 3
Molecular formula: C7H10
Method: DFT, ωB97M-V/def2-TZVPD

Output
SMILES string = C[C@@H]1[C@@H]2C=CC[C@H]12
LUMO energy = 1.19 eV

CARTESIAN COORDINATES (ANGSTROEM)
C -0.501 1.123 -0.008
C 0.912 -0.573 1.483
C -0.758 -1.034 -0.987
C -0.331 0.238 1.198
C -1.295 -0.162 0.099
C 0.215 -0.431 -1.672
C 0.524 0.946 -1.126
H 1.724 0.028 1.909
H 0.493 1.740 -1.882
H 1.289 -1.067 0.581
H 0.796 -0.884 -2.471
H -0.808 0.633 2.095
H -1.095 -2.054 -1.150
H -2.356 -0.181 0.332
H 0.652 -1.362 2.196
H -0.998 2.084 0.111
H 1.539 0.956 -0.705

---

What are the relative energies? In eV: 1 2.392; 2 1.532; 3 0.000.

---

## 1
Molecular formula: C3H2F2O
Method: DFT, ωB97M-V/def2-TZVPD

Output
LUMO energy = -0.24 eV

CARTESIAN COORDINATES (ANGSTROEM)
F 1.309 0.984 -2.619
F -0.862 -1.483 2.010
O 0.620 0.463 -0.654
C 0.161 -1.189 1.282
C 0.259 0.544 -1.985
C -0.191 0.011 0.446
H -0.017 0.661 1.364
H -1.281 0.009 0.155

---

## 2
Molecular formula: C3H2F2O
Method: DFT, ωB97M-V/def2-TZVPD

Output
SMILES string = C=C(F)C(=O)F
LUMO energy = 0.19 eV

CARTESIAN COORDINATES (ANGSTROEM)
F 0.283 1.695 -0.262
F 1.153 -1.803 -0.331
O 2.371 -0.012 0.114
C 1.326 -0.447 -0.028
C -0.043 0.420 -0.104
C -1.310 0.134 0.109
H -2.059 0.828 0.069
H -1.721 -0.814 0.432

---

What are the relative energies? In eV: 1 4.859; 2 0.000.